No. 1
64
Properties=species:S:1:pos:R:3:forces:R:3 method="wB97M-V/def2-TZVPD" smiles=CCCCCC[C@](O)(c1ccccc1)[C@@H](C[NH+]1CCOCC1)c1ccccc1 de_lowest_ev=0.088 total_energy_ev=-32089.056 gap_ev=9.8 total_charge=+1 max_force_ev_per_a=0.91
C -1.295 3.463 -0.755 0.048 0.035 -0.029
C -2.571 -3.695 0.103 -0.153 0.119 0.245
H 1.502 -0.897 -2.227 0.001 0.046 -0.029
H -4.493 -2.791 0.368 -0.033 0.036 0.105
H -3.814 -2.328 -1.955 -0.097 0.023 -0.029
H 4.335 -0.270 -1.344 0.038 0.067 0.005
H -2.013 -5.378 1.338 0.035 -0.114 0.087
O 5.202 0.428 0.395 0.199 0.075 0.027
C 1.104 -2.534 1.230 0.013 -0.027 0.045
N 2.535 1.320 -0.031 -0.216 -0.212 -0.258
H 4.053 2.681 -0.538 -0.145 -0.032 0.023
C 1.973 -3.087 0.302 0.044 -0.058 -0.056
H 1.308 2.684 -1.043 0.161 -0.028 0.108
H 3.462 1.982 1.730 -0.120 0.013 -0.126
H -2.360 1.011 -0.872 0.011 -0.005 0.091
C 4.171 -0.001 1.244 -0.272 0.021 0.129
H 4.623 -0.146 2.226 -0.178 -0.005 -0.026
C 2.120 -2.489 -0.938 0.029 -0.087 0.066
C 4.732 0.660 -0.907 -0.116 0.167 -0.118
H -0.796 3.262 -1.691 0.055 0.002 -0.092
H -0.304 -0.994 1.652 -0.105 0.069 0.117
C 3.646 1.740 -0.914 0.765 -0.115 -0.400
C -2.664 -4.509 1.388 0.107 0.038 -0.252
H 2.518 -3.987 0.539 0.066 -0.104 0.035
C 3.059 1.050 1.325 0.511 -0.436 0.621
H -1.438 2.393 2.445 0.038 -0.082 0.100
C 1.408 -1.340 -1.245 -0.248 -0.045 -0.028
H 2.151 0.423 -0.406 0.375 0.354 0.208
C -2.923 4.710 0.493 -0.051 0.015 0.030
O 0.092 0.938 -1.965 -0.014 0.077 -0.082
H 0.127 1.185 1.332 -0.026 0.000 -0.052
H -3.683 -4.853 1.548 -0.100 -0.058 0.080
C -1.663 2.971 1.559 0.061 -0.029 -0.056
H -2.489 5.029 -1.579 -0.026 0.061 -0.084
H 1.619 3.095 0.655 0.130 -0.085 -0.037
C 1.401 2.278 -0.035 -0.598 0.401 0.031
H -3.140 4.155 2.548 -0.056 0.028 0.092
H -1.389 -1.804 -1.517 0.019 -0.011 -0.100
C -2.258 4.455 -0.695 -0.009 0.031 -0.039
H -3.165 -1.826 0.987 -0.047 0.028 0.132
C -3.474 -2.463 0.155 0.142 -0.097 -0.331
C 0.531 -0.774 -0.317 0.040 -0.128 -0.273
C -2.624 3.964 1.620 -0.065 0.043 0.039
H -3.673 5.484 0.538 -0.075 0.080 0.008
C -0.989 2.710 0.373 0.158 -0.037 0.127
H -2.244 -0.673 -2.566 0.067 -0.016 -0.070
H 5.593 0.988 -1.492 -0.171 -0.003 -0.063
C 0.064 1.623 0.332 -0.023 0.030 -0.338
C -1.776 0.126 -0.611 0.193 -0.153 -0.335
C -3.501 -1.662 -1.148 0.070 0.018 0.065
H 0.969 -3.007 2.190 -0.014 -0.059 0.122
C 0.389 -1.390 0.925 0.059 0.050 -0.074
H 3.265 1.886 -1.926 -0.117 0.006 0.088
H -2.863 -4.319 -0.743 0.055 0.000 -0.102
H 2.254 0.692 1.966 -0.050 0.054 -0.102
H -1.531 -3.395 -0.048 0.032 -0.020 -0.108
C -2.161 -1.033 -1.536 -0.109 0.031 0.182
C -0.279 0.475 -0.676 -0.307 -0.046 0.611
H -2.019 -0.131 0.419 -0.011 0.049 0.115
H -2.370 -3.907 2.245 0.018 0.036 0.146
H 2.778 -2.923 -1.676 0.076 -0.057 -0.068
H -4.250 -0.872 -1.063 -0.082 0.008 -0.089
H -0.525 0.576 -2.610 -0.003 -0.041 -0.086
H 3.754 -0.959 0.897 0.025 0.080 0.053

No. 2
80
Properties=species:S:1:pos:R:3:forces:R:3 method="wB97M-V/def2-TZVPD" de_lowest_ev=0.236 total_energy_ev=-364890.157 gap_ev=6.8 total_charge=-1 max_force_ev_per_a=0.24
C 1.379 0.233 4.685 -0.035 -0.039 -0.001
Br -1.714 3.707 4.385 0.009 -0.013 0.002
C 3.313 -1.501 0.716 0.028 0.011 0.000
H 6.397 3.440 -1.656 -0.008 -0.007 -0.002
H 4.788 0.420 -2.032 0.002 0.001 -0.004
Br 2.629 -1.188 4.683 0.000 -0.005 0.000
H -4.985 -0.591 -2.768 -0.004 -0.001 -0.003
S 4.071 0.023 0.172 -0.035 0.022 0.020
H -4.601 -1.048 1.194 0.001 0.002 -0.002
C 0.991 3.464 -0.577 0.016 0.066 -0.053
C 0.024 1.763 3.377 0.141 -0.091 0.049
H -3.492 1.564 -0.010 -0.012 0.008 -0.001
O 1.349 0.167 2.294 -0.081 -0.071 0.134
Y 0.694 1.230 0.495 -0.105 -0.128 -0.037
H 2.508 -1.755 0.025 -0.004 -0.010 0.000
H -2.373 -0.433 -5.461 0.003 -0.009 -0.004
Br 1.527 0.167 7.538 -0.003 0.006 -0.005
C -1.970 -0.390 -4.447 -0.018 0.017 0.010
O 2.967 1.049 0.059 -0.038 0.023 -0.020
S 3.413 3.179 2.969 0.029 -0.069 0.028
H -4.644 -1.038 -4.450 -0.004 0.000 -0.001
S 0.582 -0.199 -1.871 0.051 0.003 -0.046
O -1.785 -2.218 -1.574 -0.033 0.046 0.043
N 5.699 2.865 1.601 0.001 0.021 0.016
H 2.922 -1.319 1.718 -0.011 0.003 -0.002
C -3.727 -1.108 0.542 0.035 0.020 -0.004
C -0.009 1.850 5.807 0.011 -0.021 -0.005
C -2.181 -4.509 -1.204 0.010 -0.012 0.010
C -2.686 -0.118 1.058 -0.003 0.012 -0.011
C 4.400 3.310 1.649 -0.036 0.037 -0.025
H -2.682 -4.563 -2.172 0.000 -0.002 -0.002
H -2.728 2.165 -3.855 0.001 -0.001 -0.005
C -3.057 0.069 -3.481 0.001 0.004 0.006
H -2.928 -4.279 -0.443 0.005 0.005 0.001
N 1.403 4.446 -1.037 -0.006 0.010 -0.006
C -1.103 -3.432 -1.237 -0.007 -0.008 0.002
C 0.909 0.813 5.872 -0.016 0.012 -0.012
H 3.411 -0.724 -1.979 0.005 -0.002 -0.009
H 0.678 -2.969 -2.370 0.008 0.001 0.007
H -1.126 0.300 -4.429 0.000 -0.005 0.002
O -2.545 0.198 -2.149 -0.002 0.019 -0.008
H 0.304 -2.512 0.130 0.011 0.000 -0.003
C -0.449 2.314 4.558 0.002 0.014 0.019
Si -1.366 -0.637 -1.380 0.148 -0.136 0.137
N 3.905 3.885 0.493 -0.026 0.008 0.008
H -4.038 -0.874 -0.474 -0.012 0.001 -0.013
C -0.078 -3.752 -2.320 -0.026 0.019 -0.009
C -2.266 -0.528 2.458 0.000 0.003 0.017
C -4.207 -0.932 -3.454 0.024 0.009 0.013
H -3.351 -2.130 0.567 0.006 -0.002 0.001
C -3.241 1.298 1.018 0.022 -0.001 -0.014
H 3.984 4.316 -1.502 -0.003 0.005 0.001
C 4.550 3.909 -0.675 0.032 -0.014 -0.042
H -2.511 2.005 1.413 -0.015 -0.012 0.005
H 2.930 4.181 0.493 -0.002 0.002 0.008
C -3.556 1.455 -3.865 0.000 -0.002 0.006
C 0.949 0.673 3.444 0.068 0.113 -0.048
C 4.366 -0.449 -1.530 0.006 -0.006 0.023
H -4.144 1.359 1.629 -0.004 0.000 0.001
H 0.405 -4.709 -2.109 0.008 0.000 -0.007
O -1.469 -0.139 0.227 -0.050 0.027 -0.212
H 0.074 -4.251 0.380 0.000 -0.005 -0.003
Br -0.680 2.641 7.389 0.003 -0.001 -0.005
C 6.347 2.930 0.471 -0.002 0.007 -0.007
H -1.168 -3.103 0.903 0.004 -0.009 0.002
H 5.074 -1.277 -1.547 -0.001 0.000 -0.016
O -0.344 2.142 2.176 -0.002 0.142 0.061
H -4.306 1.792 -3.149 -0.004 0.001 -0.003
C -0.431 -3.317 0.127 -0.023 0.018 0.006
H 7.370 2.558 0.495 -0.002 0.000 -0.001
H -3.846 -1.904 -3.117 -0.008 -0.005 0.000
H -4.000 1.441 -4.862 -0.002 0.008 -0.001
H -0.572 -3.818 -3.291 -0.001 -0.005 0.004
H -3.141 -0.529 3.112 0.003 -0.004 0.013
H -1.536 0.161 2.871 -0.036 -0.021 -0.006
C 5.824 3.425 -0.743 -0.003 0.007 0.017
H -1.836 -1.530 2.452 -0.002 -0.004 -0.002
H -1.742 -5.483 -0.980 -0.011 -0.004 0.000
H 4.087 -2.269 0.729 -0.007 -0.005 -0.003
H -1.608 -1.383 -4.176 0.008 -0.004 -0.011